1.
DFT (ωB97M-V/def2-TZVPD) results for a cluster of 2 separate species, C3H7F2NS in total.

Atoms and positions in Å:
C  0.1141  -0.6059  -1.2481
C  0.0147  0.7747  0.9458
C  -1.4147  0.3584  1.0298
N  0.8017  0.5322  2.0394
F  -2.1135  1.0024  2.0336
F  -1.5310  -0.9595  1.3438
S  -0.2478  0.3962  -2.6162
H  -0.5257  -1.4420  -1.0558
H  1.1690  -0.7787  -1.1241
H  0.1973  1.6948  0.4138
H  -1.9679  0.5423  0.0977
H  1.7407  0.8888  2.0311
H  0.6359  -0.3169  2.5538
H  -1.4389  -0.1354  -2.8939

Results
- F_max (eV Å⁻¹) = 1.480
- energy above the lowest of the compared OMol25 structures with the same formula, charge and spin (kJ/mol) = 185.5
- DFT total energy (eV) = -20982.035
- HOMO-LUMO gap (alpha / beta) (eV) = 7.74 / 8.12

Here is what natural (NBO) gives for the atomic charges, in e: number 1, C, carries -0.65; number 2, C, carries -0.04; number 3, C, carries 0.50; number 4, N, carries -0.78; number 5, F, carries -0.36; number 6, F, carries -0.36; number 7, S, carries 0.03; number 8, H, carries 0.21; number 9, H, carries 0.20; number 10, H, carries 0.20; number 11, H, carries 0.15; number 12, H, carries 0.39; number 13, H, carries 0.40; number 14, H, carries 0.12

---

2.
DFT (ωB97M-V/def2-TZVPD) results for a cluster of 2 separate species, C3H7F6N4O in total.

Atoms and positions in Å:
C  -2.2178  1.2212  -0.4221
C  -1.8392  -0.2332  -0.7058
C  2.5110  0.0288  0.1179
N  3.2780  -0.0113  -1.0235
N  1.8073  -1.1214  0.4656
N  2.1442  1.1758  0.7572
N  -2.5967  -1.0805  0.6597
O  -0.6410  -0.5675  -0.7387
F  3.0880  -1.1038  -1.7941
F  3.2088  1.0636  -1.8522
F  1.2357  -1.0601  1.6848
F  2.5221  -2.2736  0.4316
F  2.5006  2.3333  0.1794
F  2.5478  1.2731  2.0849
H  -1.7332  1.5642  0.4888
H  -1.8546  1.8270  -1.2495
H  -3.2930  1.3462  -0.3547
H  -2.4945  -0.6327  -1.5111
H  -1.9138  -1.1020  1.4175
H  -3.4444  -0.6076  0.9740
H  -2.8157  -2.0395  0.3903

Results
- F_max (eV Å⁻¹) = 1.773
- total charge = +1
- energy above the lowest of the compared OMol25 structures with the same formula, charge and spin (kJ/mol) = 308.4
- DFT total energy (eV) = -27514.367
- HOMO-LUMO gap (eV) = 4.38

Here is what natural (NBO) gives for the atomic charges, in e: number 1, C, carries -0.68; number 2, C, carries 0.38; number 3, C, carries 0.47; number 4, N, carries 0.37; number 5, N, carries 0.43; number 6, N, carries 0.35; number 7, N, carries -0.84; number 8, O, carries -0.82; number 9, F, carries -0.10; number 10, F, carries -0.10; number 11, F, carries -0.11; number 12, F, carries -0.11; number 13, F, carries -0.10; number 14, F, carries -0.12; number 15, H, carries 0.20; number 16, H, carries 0.24; number 17, H, carries 0.21; number 18, H, carries 0.11; number 19, H, carries 0.40; number 20, H, carries 0.41; number 21, H, carries 0.41

---

3.
DFT (ωB97M-V/def2-TZVPD) results for a structure of composition C3H7FN3.

Atoms and positions in Å:
C  -1.0102  -0.9228  -0.3516
C  2.6373  0.2081  0.1393
C  -2.1073  -0.5057  0.4713
N  1.9400  0.3731  -1.0779
N  1.6431  1.2384  0.0340
N  -0.0938  -0.9301  -0.9960
F  2.2018  -0.8950  0.7829
H  3.5944  0.5113  0.3649
H  -2.6378  -1.2512  1.0974
H  -1.6874  0.3268  1.1083
H  -2.9166  -0.1889  -0.1871
H  2.4645  0.8994  -1.8200
H  0.6649  1.2798  0.2253
H  1.0297  -0.6147  -1.0876

Results
- F_max (eV Å⁻¹) = 4.553
- total charge = +1
- energy above the lowest of the compared OMol25 structures with the same formula, charge and spin (kJ/mol) = 336.7
- DFT total energy (eV) = -10401.957
- HOMO-LUMO gap (eV) = 11.68

Here is what natural (NBO) gives for the atomic charges, in e: number 1, C, carries 0.58; number 2, C, carries 0.48; number 3, C, carries -0.76; number 4, N, carries -0.47; number 5, N, carries -0.47; number 6, N, carries -0.41; number 7, F, carries -0.31; number 8, H, carries 0.21; number 9, H, carries 0.31; number 10, H, carries 0.29; number 11, H, carries 0.30; number 12, H, carries 0.42; number 13, H, carries 0.39; number 14, H, carries 0.44

---

4.
DFT (ωB97M-V/def2-TZVPD) results for the molecule C3H7FNO5PS.

Atoms and positions in Å:
O  0.5006  2.6313  -2.1827
C  -0.1955  2.3060  -1.0572
O  -1.2368  1.2762  -1.2338
C  -1.5706  0.6337  0.0812
C  -1.1924  -0.9555  0.1152
N  0.2466  -1.2979  0.3677
P  1.2792  -1.2104  -1.0779
O  0.8526  -2.2614  -2.1814
S  0.9385  -0.5192  1.7607
O  2.2889  -1.2777  2.0664
O  1.3682  0.9720  1.4905
F  -0.0889  -0.7025  3.1203
H  0.0903  2.8012  -0.0099
H  -1.1853  1.2687  0.9858
H  -2.7619  0.6907  0.1341
H  -1.8794  -1.5153  0.8799
H  -1.4760  -1.3913  -0.9570
H  2.6363  -1.5438  -0.6206
H  1.3856  0.0953  -1.6814

Results
- structure (SMILES) = O=COCCN([PH2]=O)S(=O)(=O)F
- F_max (eV Å⁻¹) = 9.346
- DFT total energy (eV) = -37787.982
- HOMO-LUMO gap (eV) = 8.84

Here is what natural (NBO) gives for the atomic charges, in e: number 1, O, carries -0.56; number 2, C, carries 0.58; number 3, O, carries -0.52; number 4, C, carries -0.13; number 5, C, carries -0.31; number 6, N, carries -0.90; number 7, P, carries 1.52; number 8, O, carries -1.01; number 9, S, carries 2.23; number 10, O, carries -0.81; number 11, O, carries -0.82; number 12, F, carries -0.44; number 13, H, carries 0.20; number 14, H, carries 0.22; number 15, H, carries 0.22; number 16, H, carries 0.25; number 17, H, carries 0.28; number 18, H, carries 0.00; number 19, H, carries 0.00

---

5.
DFT (ωB97M-V/def2-TZVPD) results for the molecule C3H7FO.

Atoms and positions in Å:
C  1.1128  0.5720  0.5261
C  -0.1454  0.6371  -0.3736
C  -0.6526  -0.7953  -0.4405
H  1.1858  -0.3422  0.9305
H  1.1806  1.4350  1.2143
H  1.8735  0.7528  -0.1938
H  -0.8210  1.5055  -0.1251
H  0.1542  -1.3323  -0.9342
H  -1.6291  -0.7558  -0.8784
H  -1.7361  -1.2839  1.0793
O  -0.7420  -1.4277  0.8540
F  0.2195  1.0347  -1.6587

Results
- structure (SMILES) = C[C@@H](F)CO
- F_max (eV Å⁻¹) = 5.022
- energy above the lowest of the compared OMol25 structures with the same formula, charge and spin (kJ/mol) = 68.7
- DFT total energy (eV) = -7988.381
- HOMO-LUMO gap (eV) = 11.37

Here is what natural (NBO) gives for the atomic charges, in e: number 1, C, carries -0.65; number 2, C, carries 0.19; number 3, C, carries -0.11; number 4, H, carries 0.22; number 5, H, carries 0.21; number 6, H, carries 0.23; number 7, H, carries 0.17; number 8, H, carries 0.19; number 9, H, carries 0.18; number 10, H, carries 0.47; number 11, O, carries -0.71; number 12, F, carries -0.38

---

6.
DFT (ωB97M-V/def2-TZVPD) results for a cluster of 2 separate species, C3H7FO in total.

Atoms and positions in Å:
C  1.2131  -0.8969  -0.0307
C  0.0268  1.1002  -1.0383
C  0.1058  -0.1756  -0.7084
O  -1.2920  0.1324  1.6463
F  -0.9128  -0.9995  -1.0678
H  0.8375  -1.3576  0.8823
H  2.0170  -0.2101  0.2134
H  1.5875  -1.6846  -0.6839
H  0.8120  1.7858  -0.7813
H  -1.3839  1.0533  1.4074
H  -0.8314  1.4850  -1.5602
H  -2.1795  -0.2323  1.7213

Results
- 2S+1 = 3
- F_max (eV Å⁻¹) = 10.463
- energy above the lowest of the compared OMol25 structures with the same formula, charge and spin (kJ/mol) = 0.0
- DFT total energy (eV) = -7984.216
- HOMO-LUMO gap (alpha / beta) (eV) = 5.66 / 9.75

Here is what natural (NBO) gives for the atomic charges, in e: number 1, C, carries -0.69; number 2, C, carries -0.36; number 3, C, carries 0.35; number 4, O, carries -0.94; number 5, F, carries -0.33; number 6, H, carries 0.23; number 7, H, carries 0.22; number 8, H, carries 0.22; number 9, H, carries 0.19; number 10, H, carries 0.47; number 11, H, carries 0.19; number 12, H, carries 0.48

---

7.
DFT (ωB97M-V/def2-TZVPD) results for the molecule C3H7FS2.

Atoms and positions in Å:
C  -1.0197  0.4999  -0.6216
C  0.1312  0.7688  0.3993
C  0.9424  -0.4588  0.8094
H  -1.6872  -1.7020  0.0012
H  -0.5057  0.0928  -1.5148
H  -1.3709  1.4861  -0.9436
H  -0.3150  1.2218  1.2890
H  0.2392  -1.2588  1.0462
H  1.4232  -0.3620  1.7762
H  1.5094  -0.5602  -1.4738
F  0.9498  1.7171  -0.2173
S  -2.4348  -0.5584  -0.1287
S  2.1381  -0.8865  -0.4215

Results
- structure (SMILES) = FC(CS)CS
- F_max (eV Å⁻¹) = 2.930
- energy above the lowest of the compared OMol25 structures with the same formula, charge and spin (kJ/mol) = 39.9
- DFT total energy (eV) = -27611.988
- HOMO-LUMO gap (eV) = 9.93

Here is what natural (NBO) gives for the atomic charges, in e: number 1, C, carries -0.56; number 2, C, carries 0.20; number 3, C, carries -0.59; number 4, H, carries 0.13; number 5, H, carries 0.21; number 6, H, carries 0.24; number 7, H, carries 0.17; number 8, H, carries 0.22; number 9, H, carries 0.24; number 10, H, carries 0.10; number 11, F, carries -0.36; number 12, S, carries -0.02; number 13, S, carries 0.02

---

8.
DFT (ωB97M-V/def2-TZVPD) results for a cluster of 2 separate species, C3H7I in total.

Atoms and positions in Å:
C  0.4805  -2.5642  -0.2488
C  -0.7913  2.0680  -0.0535
C  0.5962  1.6731  0.0538
I  1.6292  2.9770  1.4551
H  1.0423  -3.4823  -0.4500
H  0.4110  -2.2125  -1.3342
H  0.8242  -1.7526  0.3293
H  -1.2533  1.6784  -0.8940
H  -1.1825  2.9826  0.0762
H  -1.3086  1.5531  0.8095
H  -0.4479  -2.9208  0.2566

Results
- F_max (eV Å⁻¹) = 4.080
- energy above the lowest of the compared OMol25 structures with the same formula, charge and spin (kJ/mol) = 364.6
- DFT total energy (eV) = -11320.827
- HOMO-LUMO gap (eV) = 7.96

Here is what natural (NBO) gives for the atomic charges, in e: number 1, C, carries -0.87; number 2, C, carries -0.86; number 3, C, carries 0.03; number 4, I, carries 0.06; number 5, H, carries 0.22; number 6, H, carries 0.22; number 7, H, carries 0.22; number 8, H, carries 0.24; number 9, H, carries 0.23; number 10, H, carries 0.30; number 11, H, carries 0.21

---

9.
DFT (ωB97M-V/def2-TZVPD) results for the molecule C3H7IN2.

Atoms and positions in Å:
C  0.3570  -1.5006  -0.5573
C  -1.9497  -0.2311  0.7315
C  0.3661  -0.2180  0.3793
N  -0.9849  1.7555  -0.0695
N  -0.9585  0.4472  0.2985
I  -3.9073  0.5500  0.2683
H  0.0132  -2.3003  -0.0561
H  -0.4313  -1.2388  -1.2312
H  1.2493  -1.5866  -1.1538
H  1.1167  0.5568  0.2097
H  0.4390  -0.4643  1.4043
H  -0.6952  1.7234  -1.0882
H  -1.9503  2.2136  0.0529

Results
- F_max (eV Å⁻¹) = 4.952
- energy above the lowest of the compared OMol25 structures with the same formula, charge and spin (kJ/mol) = 335.6
- DFT total energy (eV) = -14301.852
- HOMO-LUMO gap (eV) = 8.87

Here is what natural (NBO) gives for the atomic charges, in e: number 1, C, carries -0.61; number 2, C, carries -0.07; number 3, C, carries -0.21; number 4, N, carries -0.66; number 5, N, carries -0.29; number 6, I, carries 0.00; number 7, H, carries 0.23; number 8, H, carries 0.21; number 9, H, carries 0.22; number 10, H, carries 0.22; number 11, H, carries 0.22; number 12, H, carries 0.36; number 13, H, carries 0.40

---

> The lowest DFT total energy belongs to which entry?

C3H7FNO5PS

---

> Which value of F_max does entry 4 give?

9.346 eV Å⁻¹